The following is a quantum chemistry calculation of C11H16N2 in the gas phase in a non-equilibrium geometry, from the Open Molecules 2025 dataset.

XYZ file:
```
29
Properties=species:S:1:pos:R:3:mulliken_charge:R:1
H 1.717 -1.717 -0.207 0.38
H 0.622 -1.367 2.288 0.36
C 0.873 2.640 0.776 -1.53
H 2.556 1.975 -2.620 0.30
N 1.407 0.273 0.124 -0.11
H -3.457 -2.510 2.389 0.30
C -2.579 -2.226 1.765 -0.26
C 0.811 1.578 -0.273 1.18
N 2.183 1.170 -0.652 -0.48
C -1.543 -1.677 -0.329 -0.19
C 2.474 1.000 -2.113 -0.71
H 0.763 -0.932 -1.456 0.45
H 1.556 2.405 1.593 0.41
H -1.284 1.305 -0.217 0.36
H -0.128 2.765 1.222 0.36
H -0.846 2.454 -1.495 0.40
H -1.539 -1.532 -1.410 0.36
H -0.579 0.698 -1.792 0.19
H 1.200 3.590 0.375 0.28
C -0.552 1.504 -1.021 -1.33
C -2.699 -2.009 0.382 -0.72
C -1.385 -2.034 2.422 -0.54
H -1.318 -2.169 3.501 0.35
H 1.669 0.441 -2.597 0.27
C 0.896 -0.990 -0.379 -0.89
H 3.439 0.520 -2.222 0.29
C -0.268 -1.638 1.723 -0.39
C -0.341 -1.428 0.354 0.53
H -3.647 -2.088 -0.130 0.39
```

Properties
Structure (SMILES): CN1N(Cc2ccccc2)C1(C)C
E_LUMO: 0.0329 Ha
HOMO energy: -0.2890 hartree



The following is a quantum chemistry calculation of 2 unconnected molecules or ions with the total composition ClNO3S in a non-equilibrium geometry, from the Open Molecules 2025 dataset.

XYZ file:
```
6
Properties=species:S:1:pos:R:3:mulliken_charge:R:1
S -0.504 0.260 -1.242 0.74
O 0.462 -1.443 2.112 -0.22
O -0.876 1.398 -2.086 -0.41
O 0.572 -0.501 -1.766 -0.35
N -0.121 -0.726 1.428 0.36
Cl 0.467 1.012 1.554 -0.12
```

Properties
E_LUMO: -0.0610 Ha
HOMO energy: -0.4174 hartree



The following is a quantum chemistry calculation of 2 unconnected molecules or ions with the total composition C2HCl3S2 in a non-equilibrium geometry, from the Open Molecules 2025 dataset.

XYZ file:
```
8
Properties=species:S:1:pos:R:3:mulliken_charge:R:1
H -5.372 -0.333 -0.836 0.16
Cl 2.605 1.106 1.412 -0.13
S 0.643 -1.591 1.434 -0.06
Cl 2.870 -0.557 -1.054 -0.10
C 1.705 0.462 -0.077 0.62
Cl 1.063 1.841 -1.006 -0.09
C 0.666 -0.496 0.300 -0.24
S -4.180 -0.432 -0.172 -0.16
```

Properties
E_LUMO (alpha / beta): -0.0598 / -0.0916 Ha
HOMO energy (alpha / beta): -0.3727 / -0.3248 hartree



The following is a quantum chemistry calculation of a molecular structure, C34H35Br2N7O2S2V in a non-equilibrium geometry, from the Open Molecules 2025 dataset.

XYZ file:
```
83
Properties=species:S:1:pos:R:3:mulliken_charge:R:1
N -1.180 2.909 2.117 0.38
S 3.569 3.605 3.405 -0.24
H -4.344 2.534 1.850 0.41
H 2.958 -2.869 2.848 0.54
H 3.652 1.350 0.639 -0.06
C -0.642 -4.342 -1.964 -0.14
H 4.952 1.855 1.740 0.60
H -0.298 0.398 3.486 0.02
N -1.339 0.257 -1.537 1.94
H -0.273 -6.426 -2.322 0.40
C -0.181 2.818 -0.935 0.78
O 0.419 1.855 -0.345 -0.05
C 2.974 2.326 2.401 0.41
H 0.369 -4.120 -1.649 0.38
C -0.985 4.480 3.787 -0.56
C 0.378 4.194 -0.697 -1.77
H -1.480 -0.644 4.303 0.46
C 1.545 0.856 -3.220 -0.20
C 2.128 -1.376 1.550 -0.93
C 3.551 -3.105 0.791 -0.61
C 3.946 1.442 1.685 -0.79
H 1.754 4.942 4.328 0.39
C 3.482 -2.561 -0.475 -0.81
H -2.597 -6.899 -3.017 0.39
C 1.090 3.272 3.058 0.00
H -1.715 3.496 -2.240 0.30
H -2.843 0.607 2.472 0.14
C -1.007 -5.630 -2.334 -0.77
N -0.622 -0.299 1.091 0.64
C 2.401 0.697 -4.297 -0.95
H 1.122 4.428 -1.463 0.29
Br 4.684 -0.434 -5.553 -0.16
H 2.274 1.273 -5.202 0.47
C -0.725 -0.606 3.515 -1.43
H -3.856 3.737 0.650 0.40
N 1.993 -0.867 0.319 1.46
C -2.805 -0.427 2.134 -1.46
V 0.229 0.020 -0.250 -1.00
C -2.311 -5.897 -2.725 -0.38
C -1.262 2.633 -1.773 -1.37
O -0.018 -1.795 -1.011 -0.24
H 3.981 -3.041 -1.304 0.53
H -3.282 2.257 -3.342 0.47
H -3.792 0.725 -2.583 0.29
H 1.583 -0.854 2.323 0.75
C -0.363 3.539 3.024 -0.23
H -0.355 -2.822 1.759 0.14
N 1.684 2.256 2.322 0.29
C 1.967 4.083 3.714 -0.71
C -2.390 3.362 2.161 0.32
H 0.734 1.575 -3.254 0.38
N 1.662 0.160 -2.096 0.91
H -3.423 -1.039 2.796 0.49
C -3.251 -4.873 -2.742 -0.75
H -3.602 -2.775 -2.390 0.46
C -1.575 -3.313 -1.995 0.44
H -3.206 -0.488 1.120 0.26
C -1.812 1.347 -2.072 1.11
H 4.380 -1.651 -2.880 0.52
C -1.361 -0.936 2.152 1.60
H 0.869 4.227 0.274 0.19
C 3.429 -0.218 -4.163 -0.20
C -1.153 -1.938 -1.625 0.07
S -2.633 4.595 3.359 -0.29
H 0.058 -1.322 3.772 0.37
C -1.369 -2.453 1.922 -1.60
C -3.501 2.911 1.269 -0.91
H -2.667 0.686 -3.917 0.29
C 2.719 -1.421 -0.671 0.73
H 3.962 0.442 2.120 0.16
H -4.271 -5.078 -3.041 0.38
H -3.124 2.121 0.624 -0.11
Br 4.517 -4.693 1.087 -0.16
H -1.961 -2.700 1.038 0.24
N -1.920 -0.945 -1.963 -1.22
C 2.643 -0.736 -1.985 0.60
C 3.563 -0.955 -3.001 -0.87
H -0.571 5.104 4.562 0.43
C -2.960 1.262 -3.039 -1.72
C 2.895 -2.485 1.840 -1.11
H -0.406 4.948 -0.739 0.42
H -1.802 -2.964 2.786 0.56
C -2.886 -3.586 -2.380 -0.37
```

Properties
2S+1: 2
E_LUMO (alpha / beta): -0.0208 / -0.0253 Ha
HOMO energy (alpha / beta): -0.2501 / -0.2533 hartree



The following is a quantum chemistry calculation of 13 unconnected molecules or ions with the total composition C2H32N2O14 in a non-equilibrium geometry, from the Open Molecules 2025 dataset.

XYZ file:
```
50
Properties=species:S:1:pos:R:3:mulliken_charge:R:1
H 0.783 -2.404 -1.617 0.34
H -1.809 -3.065 -0.303 0.28
H -1.141 2.985 -2.187 0.39
H -3.270 -0.337 0.378 -0.26
H -3.970 1.995 1.137 0.32
H -1.207 -2.379 3.334 0.29
O 1.978 -0.381 -2.664 -0.63
H -0.324 -0.665 0.748 -0.04
H -0.821 3.984 0.424 0.27
C -1.811 -0.853 2.240 0.08
O -1.638 -2.244 2.495 -0.61
H -1.096 -0.237 -4.483 0.29
H -1.496 1.635 -1.804 0.30
O -0.256 3.214 0.612 -0.70
H 3.495 1.457 1.800 0.30
N -2.642 -2.280 -0.196 -0.72
O 1.860 -0.519 3.215 -0.65
O 3.913 0.597 1.869 -0.62
H -2.874 -0.649 2.633 0.32
H -2.859 -2.577 0.735 0.37
O -1.940 2.417 -2.293 -0.71
O -1.533 -1.006 -4.283 -0.60
H 2.192 -1.334 3.602 0.31
H -1.051 0.325 3.726 0.24
O -4.013 1.126 1.680 -0.63
H 3.334 1.824 -1.948 0.35
H 3.715 0.662 -0.766 0.35
O 0.894 -3.405 -1.847 -0.65
O 1.564 -1.502 0.233 -0.38
H -2.286 -0.161 -0.837 0.19
H 1.472 2.325 0.388 0.38
C -2.259 -0.798 -0.044 -0.13
H -1.241 -1.432 -3.521 0.30
H 3.481 0.164 2.697 0.35
O -0.841 -0.483 3.176 -0.58
O 2.305 2.680 0.207 -0.55
H 0.369 0.815 -2.511 0.25
N -1.255 -0.376 0.995 0.47
H 2.264 -0.976 -0.123 0.19
H 2.459 -0.939 -3.366 0.26
H 0.965 -0.566 3.012 0.37
H 0.492 0.202 -1.031 0.01
O 0.080 0.924 -1.537 -0.22
H -0.416 2.391 0.119 0.37
H -4.357 0.567 1.004 0.38
H 2.831 0.246 -2.379 0.36
H 2.348 3.527 0.606 0.24
O 3.857 1.038 -1.703 -0.71
H 1.627 -2.014 0.961 0.15
H 0.127 -3.516 -2.583 0.33
```

Properties
E_LUMO: -0.0001 Ha
HOMO energy: -0.3459 hartree



The following is a quantum chemistry calculation of a molecular structure, C19H34NO10S2 in a non-equilibrium geometry, from the Open Molecules 2025 dataset.

XYZ file:
```
66
Properties=species:S:1:pos:R:3:mulliken_charge:R:1
H 0.186 6.141 1.918 0.40
H 0.453 1.623 0.104 0.42
C 0.643 5.565 -0.121 -0.84
H -1.845 -5.491 -2.749 0.31
H 0.577 6.325 -0.900 0.45
H -0.970 5.036 1.230 0.41
C -0.763 8.437 1.185 -0.38
C -1.286 7.088 0.696 -0.77
H -0.208 4.317 -1.643 0.13
H 1.116 2.088 -2.611 0.47
C 1.036 -1.996 -1.261 -1.07
O 5.014 -1.676 -0.318 -0.59
O -2.432 -9.262 -2.009 -0.42
C -2.023 -10.386 1.416 -0.91
O -1.965 11.293 2.463 -0.54
H 2.014 0.394 0.992 0.63
H -2.656 -7.905 0.927 0.41
C 1.745 3.541 -1.192 -0.97
C -0.908 -5.985 -2.987 -0.78
H 0.251 -1.417 -1.752 0.42
O 0.737 -4.173 -0.273 -0.53
H -3.075 -10.245 1.647 0.39
H -3.182 -7.188 -0.601 0.33
C -0.356 5.906 1.001 -0.70
H -1.337 8.633 4.104 0.35
H -0.804 -6.886 -2.392 0.02
H -2.314 -11.094 -0.556 0.41
C 0.610 -3.428 -1.189 0.55
C -1.629 10.151 2.590 0.64
C -1.004 9.637 3.858 -0.99
C 0.285 -5.129 -2.737 0.70
H -0.034 8.319 1.986 0.29
C 1.906 0.094 -0.053 -0.55
H 2.671 1.755 -1.911 0.43
H -1.414 -9.616 1.876 0.40
H 1.076 -1.324 2.366 0.20
H -0.910 -6.258 -4.041 0.36
O 3.229 -0.029 -0.601 -0.51
H -0.107 3.569 -0.038 0.33
H 1.656 5.609 0.278 0.46
S 3.941 -1.072 0.375 1.07
H 0.080 9.644 3.753 0.30
H 1.890 -1.978 -1.941 0.34
H -1.254 10.338 4.646 0.31
H -1.452 -7.251 -0.199 0.29
O 0.008 -3.831 -2.362 -0.30
O 1.399 -5.516 -2.863 -0.50
H -0.262 8.963 0.370 0.25
C 1.440 -1.364 0.054 1.10
C -2.289 -9.069 -0.853 0.50
H 2.493 3.671 -0.408 0.43
H -0.857 -10.457 -0.319 0.40
H -1.699 -11.365 1.757 0.33
C 0.972 1.116 -0.702 -0.54
S 0.204 -1.512 1.375 -0.22
H -2.238 6.932 1.203 0.36
C 1.665 2.088 -1.668 -0.96
C -2.406 -7.780 -0.124 -0.95
H -1.491 7.167 -0.370 0.34
N -1.844 -10.324 -0.068 -0.14
O 2.688 -2.045 0.446 -0.24
O -1.868 9.251 1.600 -0.29
C 0.426 4.175 -0.767 -0.29
O 4.157 -0.508 1.660 -0.57
H 0.204 0.571 -1.253 0.30
H 2.113 4.123 -2.042 0.34
```

Properties
E_LUMO: -0.1494 Ha
HOMO energy: -0.4087 hartree
Net charge: +1



For the records above, the corresponding relative energy (zero: lowest compared OMol25 entry of this formula, charge and spin) values read 2.908 0.141 3.200 0.634 4.032 0.000 eV.